Entry 1:
C2H3N3O as an isolated structure, computed with ωB97M-V/def2-TZVPD.

Geometry as ORCA input:
```
! RIJCOSX wB97M-V def2-TZVPD def2/J DEFGRID3
* xyz 0 1
C 0.72314 0.03295 -0.13646
C -1.27731 -0.70667 0.06305
H 2.17922 -0.83016 0.28853
H -2.33693 -1.30768 0.06984
H 0.13488 1.96489 0.39476
N 0.01191 -1.11710 -0.01018
N -1.56620 0.59322 -0.03190
N -0.29454 1.01279 -0.01498
O 2.03621 0.09911 0.01085
*
```

Output
Kohn-Sham gap	9.971	eV
largest force on an atom	8.7	eV/A
energy above the lowest of the compared OMol25 structures with the same formula, charge and spin	2.107	eV

Atomic partial charges in e from the Mulliken method, atoms 1 to 2: 0.54 0.06

=====

Entry 2:
The molecule C7H9N, computed with ωB97M-V/def2-TZVPD.

Geometry as ORCA input:
```
! RIJCOSX wB97M-V def2-TZVPD def2/J DEFGRID3
* xyz 0 1
C -0.30916 -1.89383 -0.47051
C 0.01802 -0.73128 0.43640
C 0.49184 0.57917 2.25820
C 0.77742 1.28458 1.16445
C 0.30081 0.49429 0.03376
C 0.28960 1.08424 -1.37895
C -0.80635 1.13262 -2.10296
H -1.37852 -2.15707 -0.43261
H 0.30409 -2.74481 -0.16407
H -0.00740 -1.50715 -1.45184
H -0.27057 -1.46484 2.46076
H 0.53353 0.86446 3.33386
H 1.29966 2.24502 1.14984
H 1.24555 1.50175 -1.71374
H -1.63153 0.44339 -1.87974
H -0.90798 1.56692 -3.07116
N 0.05101 -0.69748 1.82830
*
```

Output
Kohn-Sham gap	9.188	eV
largest force on an atom	4.6	eV/A
SMILES string	C=Cc1cc[nH]c1C
energy above the lowest of the compared OMol25 structures with the same formula, charge and spin	1.508	eV

Atomic partial charges in e from the Mulliken method, atoms 1 to 2: -1.25 0.00

=====

Entry 3:
C20H35AsNO3 as an isolated structure, computed with ωB97M-V/def2-TZVPD.

Geometry as ORCA input:
```
! RIJCOSX wB97M-V def2-TZVPD def2/J DEFGRID3
* xyz -1 1
C 2.05543 -2.25142 -2.24018
C 1.46947 -2.44330 -0.95329
As 1.38006 -1.10379 0.57067
C 2.87773 -0.00754 -0.24435
C 2.48098 1.00604 -1.40529
C 3.85944 1.78061 -1.83791
C 1.20262 0.06949 2.20715
C 1.21406 1.64022 2.01326
C -0.22935 2.37516 2.24441
C -0.28472 3.63430 1.20790
C -1.84929 3.96237 0.94770
O -2.51676 2.91487 0.20750
C -2.76408 3.28379 -1.16567
C 2.83196 -2.18846 1.54725
O 3.25218 -3.30954 0.66678
N 2.98006 -4.48654 1.25939
O 2.78514 -5.33898 0.41695
C -0.09504 -0.13674 -0.46271
C -1.50719 -0.85434 -0.14297
C -2.23670 -0.81238 1.21210
C -3.62251 -1.51132 1.38756
C -4.29955 -2.29025 0.23867
C -3.57161 -2.39216 -1.12308
C -4.27917 -3.24619 -2.27297
C -2.21528 -1.67242 -1.28465
H 3.17555 -2.53230 -2.37278
H 1.50689 -1.78436 -3.15209
H 0.97569 -3.47296 -0.77977
H 0.23633 -2.00187 1.18608
H 3.72957 -0.67493 -0.65717
H 3.38486 0.61783 0.59079
H 1.75214 1.83522 -1.13118
H 2.09807 0.53264 -2.37332
H 4.55034 1.90995 -0.93882
H 4.35387 1.32371 -2.75688
H 3.54037 2.84782 -2.14743
H 2.08845 -0.20659 2.90208
H 0.26195 -0.22160 2.79977
H 1.61161 2.06269 1.03954
H 1.88553 2.08965 2.84568
H -0.29035 2.81226 3.30252
H -1.11251 1.71607 1.95950
H 0.14363 3.36203 0.17503
H 0.31353 4.52891 1.58240
H -1.95842 4.93115 0.32868
H -2.33075 4.06571 1.97955
H -1.78200 3.35043 -1.75640
H -3.33072 4.27441 -1.21218
H -3.45125 2.48352 -1.60545
H 3.79310 -1.57672 1.71995
H 2.42377 -2.68514 2.48940
H -0.12610 0.99275 -0.32990
H 0.06262 -0.36364 -1.58500
H -1.79611 -0.28196 2.11151
H -4.19616 -1.46275 2.38049
H -5.32407 -2.80718 0.33261
H -3.53387 -3.80712 -2.94076
H -4.89168 -4.06234 -1.73919
H -4.98833 -2.65367 -2.93846
H -1.69347 -1.76310 -2.30301
*
```

Output
Kohn-Sham gap	4.354	eV
largest force on an atom	5.6	eV/A

Atomic partial charges in e from the Mulliken method, atoms 1 to 2: -0.59 -0.58